Record 1
A structure of composition C13H19AuClSi in a non-equilibrium geometry, computed with ωB97M-V/def2-TZVPD.

Multiplicity   3
LUMO level (alpha / beta)   0.121 / 0.057 Ha
Total charge   -1
HOMO-LUMO gap (alpha / beta)   5.75 / 5.20 eV
Energy relative to the best compared isomer or geometry (same formula, charge and spin)   0.0 kcal/mol
E_tot   -37880.141 eV
HOMO energy (alpha / beta)   -2.5 / -3.6 eV
<S²>   2.022

```
35
Properties=species:S:1:pos:R:3:nbo_charge:R:1
C -0.184 2.648 -1.279 -0.364
C 0.537 2.237 -2.398 -0.278
C 1.796 1.724 -2.007 -0.338
H 0.200 2.309 -3.426 0.197
C 1.906 1.784 -0.630 -0.287
C 0.669 2.333 -0.089 -0.485
H 0.570 2.825 0.852 0.214
H -1.149 3.092 -1.243 0.219
H 2.556 1.391 -2.696 0.193
H 2.753 1.486 -0.032 0.198
Au -0.577 0.451 -0.058 0.718
Cl -2.530 0.294 -1.234 -0.710
C -0.370 -2.054 -1.141 -0.104
C 1.050 -2.121 -0.785 -0.348
C 1.787 -1.688 -1.896 -0.202
H 1.414 -2.434 0.180 0.207
C 0.909 -1.472 -2.979 -0.215
C -0.399 -1.729 -2.538 -0.323
H -1.293 -1.647 -3.148 0.224
H -1.180 -2.414 -0.545 0.213
H 2.856 -1.543 -1.949 0.201
H 1.205 -1.173 -3.970 0.202
C -0.363 -2.094 2.410 -1.111
Si -0.837 -0.252 2.102 1.140
C -2.763 0.106 2.075 -1.096
C 0.260 1.005 3.052 -1.113
H -0.853 -2.770 1.681 0.234
H -0.713 -2.340 3.439 0.212
H 0.731 -2.207 2.342 0.232
H -3.163 0.005 3.103 0.195
H -2.936 1.130 1.697 0.245
H -3.259 -0.605 1.398 0.250
H 0.136 0.800 4.137 0.202
H 1.317 0.899 2.730 0.242
H -0.086 2.026 2.846 0.235
```

Record 2
A cluster of 3 separate species, C22H42F4N2O6 in total in a non-equilibrium geometry, computed with ωB97M-V/def2-TZVPD.

LUMO level   0.008 Ha
Structure (SMILES)   CC(=O)OCCCCCC[C@@H]1C(=O)OC[C@H]1C(F)(F)C(F)F.COC[C@@H](C)N.COC[C@@H](C)N
HOMO-LUMO gap   8.98 eV
E_tot   -49619.578 eV
HOMO energy   -8.8 eV

```
76
Properties=species:S:1:pos:R:3:lowdin_charge:R:1
C 0.748 -2.651 2.548 -0.027
C 1.390 -2.907 1.050 -0.276
O 2.643 -3.432 0.987 -0.037
O 0.698 -2.625 -0.234 -0.136
C -0.644 -3.248 -0.239 -0.183
C -1.881 -2.205 0.025 -0.178
C -2.562 -1.638 -1.385 -0.192
C -1.636 -0.410 -2.042 -0.185
C -2.442 0.998 -1.706 -0.191
C -1.436 2.321 -1.634 -0.131
C -1.033 2.615 -0.073 -0.133
C -1.416 4.078 0.605 -0.197
O -2.071 5.132 0.103 0.007
O -0.759 3.915 1.945 -0.114
C 0.318 2.870 1.976 -0.103
C 0.588 2.663 0.338 -0.081
C 1.440 1.252 0.277 -0.163
F 2.624 1.396 1.205 -0.015
F 0.502 0.188 0.769 -0.021
C 2.083 0.924 -1.207 -0.047
F 3.268 1.805 -1.526 -0.039
F 2.604 -0.478 -1.335 -0.042
H 0.785 -1.495 2.822 0.093
H 1.398 -3.194 3.365 0.101
H -0.380 -3.025 2.643 0.094
H -0.814 -3.708 -1.327 0.143
H -0.611 -4.159 0.527 0.138
H -1.599 -1.304 0.751 0.116
H -2.738 -2.824 0.578 0.116
H -3.688 -1.321 -1.249 0.114
H -2.496 -2.527 -2.150 0.102
H -1.585 -0.525 -3.224 0.121
H -0.544 -0.436 -1.622 0.090
H -3.064 0.829 -0.727 0.099
H -3.192 1.191 -2.612 0.125
H -0.535 2.218 -2.373 0.110
H -2.101 3.237 -1.998 0.126
H -1.644 1.856 0.574 0.148
H -0.249 1.973 2.517 0.148
H 1.245 3.054 2.666 0.148
H 1.199 3.612 -0.047 0.196
H 1.270 1.035 -2.059 0.161
C -5.129 0.087 2.355 -0.103
O -4.577 1.216 1.696 -0.219
C -5.394 2.389 1.747 -0.192
C -5.298 3.178 3.073 -0.423
C -6.057 2.528 4.229 -0.075
N -3.899 3.383 3.476 0.049
H -6.219 0.048 2.266 0.093
H -4.829 0.085 3.404 0.075
H -4.712 -0.813 1.895 0.079
H -5.028 3.038 0.943 0.120
H -6.434 2.146 1.497 0.119
H -5.754 4.160 2.903 0.138
H -5.524 1.673 4.657 0.064
H -6.199 3.249 5.043 0.079
H -7.047 2.188 3.909 0.078
H -3.423 3.912 2.743 0.056
H -3.438 2.468 3.452 0.069
C 6.039 -3.222 -4.596 -0.113
O 5.235 -2.197 -4.034 -0.195
C 4.988 -2.340 -2.632 -0.192
C 6.147 -1.862 -1.726 -0.424
C 7.326 -2.831 -1.678 -0.077
N 6.634 -0.536 -2.134 0.037
H 5.856 -4.194 -4.129 0.090
H 7.093 -2.952 -4.521 0.071
H 5.797 -3.299 -5.660 0.085
H 4.115 -1.711 -2.421 0.097
H 4.691 -3.369 -2.395 0.121
H 5.753 -1.784 -0.706 0.136
H 7.956 -2.777 -2.571 0.062
H 7.974 -2.598 -0.823 0.076
H 6.983 -3.864 -1.563 0.077
H 5.864 0.130 -2.063 0.064
H 6.825 -0.578 -3.140 0.071
```

Record 3
A cluster of 2 separate species, C6H13NO in total in a non-equilibrium geometry, computed with ωB97M-V/def2-TZVPD.

LUMO level   0.022 Ha
Structure (SMILES)   C=C/C(C)=C(\C)N.O
HOMO-LUMO gap   8.72 eV
Energy relative to the best compared isomer or geometry (same formula, charge and spin)   52.1 kcal/mol
E_tot   -9968.914 eV
HOMO energy   -8.1 eV

```
21
Properties=species:S:1:pos:R:3:nbo_charge:R:1
C 2.052 -2.387 0.779 -0.392
C 0.901 -1.740 0.880 -0.194
C 0.120 -1.166 -0.262 -0.087
C -0.878 -2.139 -0.820 -0.632
C 0.185 0.152 -0.520 0.169
C 0.971 1.088 0.334 -0.659
N -0.497 0.595 -1.715 -0.847
H 2.470 -2.804 1.685 0.197
H 2.651 -2.409 -0.122 0.199
H 0.389 -1.671 1.840 0.195
H -1.222 -2.769 0.000 0.218
H -1.685 -1.748 -1.429 0.216
H -0.342 -2.850 -1.473 0.221
H 2.046 1.059 0.132 0.230
H 0.566 2.098 0.243 0.202
H 0.920 0.813 1.390 0.230
H -1.509 0.585 -1.654 0.371
H -0.153 1.508 -1.990 0.363
O -2.157 4.147 1.161 -0.924
H -2.004 3.340 0.654 0.463
H -1.272 4.475 1.230 0.463
```

Record 4
A structure of composition C4H13N3O2 in a non-equilibrium geometry, computed with ωB97M-V/def2-TZVPD.

LUMO level   0.025 Ha
HOMO-LUMO gap   7.92 eV
Energy relative to the best compared isomer or geometry (same formula, charge and spin)   63.9 kcal/mol
E_tot   -12922.012 eV
HOMO energy   -7.2 eV

```
22
Properties=species:S:1:pos:R:3:nbo_charge:R:1
C 1.827 -1.296 1.341 0.520
N 1.252 -0.160 1.395 -0.757
N 1.441 -1.644 -1.191 -1.129
O 3.112 -1.539 1.072 -0.662
H 3.478 -0.826 0.514 0.489
H 1.328 -2.151 1.769 0.169
H 1.726 0.600 0.908 0.358
H -0.222 0.043 1.203 0.435
H 1.574 -2.647 -1.234 0.358
H 1.894 -1.260 -2.019 0.357
C -1.778 2.512 -0.061 -0.636
C -1.446 1.069 -0.216 0.005
N -1.359 0.218 0.951 -0.915
C -1.444 0.354 -1.363 0.105
O -1.386 -0.991 -1.214 -0.778
H 0.430 -1.445 -1.278 0.412
H -1.822 0.656 1.741 0.385
H -1.409 -0.968 0.077 0.483
H -1.609 0.802 -2.339 0.177
H -1.012 3.032 0.525 0.200
H -2.731 2.658 0.459 0.203
H -1.844 2.983 -1.040 0.221
```

Record 5
A structure of composition C2HBr2NO in a non-equilibrium geometry, computed with ωB97M-V/def2-TZVPD.

LUMO level   -0.043 Ha
HOMO-LUMO gap   8.04 eV
Energy relative to the best compared isomer or geometry (same formula, charge and spin)   48.8 kcal/mol
E_tot   -145709.415 eV
HOMO energy   -9.2 eV

```
7
Properties=species:S:1:pos:R:3:nbo_charge:R:1
C 0.879 -0.630 0.907 0.857
C -1.546 0.820 -0.976 -0.245
N 0.276 -1.456 0.272 -0.772
O 1.429 0.317 1.340 -0.505
Br -1.801 1.848 0.585 0.103
Br -0.034 1.287 -1.910 0.137
H 0.796 -2.186 -0.218 0.424
```

Record 6
A cluster of 7 separate species, C29H42NO13S in total in a non-equilibrium geometry, computed with ωB97M-V/def2-TZVPD.

LUMO level   -0.169 Ha
Total charge   +1
HOMO-LUMO gap   6.46 eV
E_tot   -69691.794 eV
HOMO energy   -11.1 eV

```
86
Properties=species:S:1:pos:R:3:lowdin_charge:R:1
O -0.698 3.808 6.772 0.093
C 0.548 3.898 7.307 -0.245
C 1.413 2.804 7.342 0.069
C 2.638 2.977 7.905 0.000
N 2.996 4.160 8.417 0.097
C 2.174 5.216 8.405 -0.570
S 2.672 6.779 9.138 0.860
C 0.925 5.138 7.855 0.016
H -1.315 3.760 7.520 0.148
H 1.070 1.862 6.923 0.134
H 3.330 2.139 7.967 0.162
H 3.914 4.284 8.833 0.177
H 2.033 6.671 10.331 -0.085
H 0.262 5.996 7.865 0.139
O 1.598 -1.633 5.936 0.112
C 0.792 -1.160 5.185 -0.496
O 1.030 -0.930 3.875 0.036
C -0.100 -0.255 3.285 -0.145
C -1.275 -0.574 4.191 -0.141
C -0.603 -0.692 5.554 -0.076
H 0.117 0.816 3.247 0.123
H -0.255 -0.617 2.272 0.110
H -2.065 0.173 4.149 0.122
H -1.707 -1.535 3.911 0.124
H -0.529 0.274 6.059 0.103
H -1.103 -1.417 6.191 0.129
O -2.616 -1.137 0.666 0.101
C -1.891 -2.051 0.381 -0.488
O -1.640 -3.093 1.208 0.024
C -0.644 -3.950 0.614 -0.141
C -0.706 -3.658 -0.877 -0.138
C -1.100 -2.188 -0.896 -0.075
H 0.327 -3.703 1.048 0.116
H -0.876 -4.989 0.841 0.130
H 0.226 -3.872 -1.396 0.105
H -1.493 -4.254 -1.342 0.125
H -0.230 -1.534 -0.842 0.106
H -1.707 -1.948 -1.760 0.091
O 1.868 -0.962 -0.043 0.120
C 1.950 0.232 -0.031 -0.473
O 0.892 1.065 0.164 0.016
C 1.322 2.430 0.011 -0.152
C 2.821 2.412 0.253 -0.158
C 3.211 1.036 -0.268 -0.069
H 1.069 2.761 -0.998 0.128
H 0.796 3.055 0.729 0.123
H 3.345 3.233 -0.233 0.118
H 3.024 2.470 1.324 0.116
H 3.424 1.048 -1.338 0.136
H 4.048 0.615 0.282 0.128
O -1.473 -2.309 -3.927 0.110
C -1.519 -1.179 -4.323 -0.476
O -0.649 -0.676 -5.234 0.033
C -0.897 0.727 -5.420 -0.151
C -2.332 0.941 -4.976 -0.156
C -2.488 -0.103 -3.878 -0.066
H -0.183 1.289 -4.811 0.123
H -0.745 0.986 -6.467 0.119
H -2.534 1.960 -4.648 0.123
H -3.009 0.715 -5.793 0.095
H -2.174 0.274 -2.902 0.128
H -3.502 -0.491 -3.824 0.133
O 1.757 -7.278 1.575 0.126
C 2.306 -6.526 0.826 -0.489
O 2.518 -5.214 1.112 0.012
C 3.098 -4.557 -0.031 -0.157
C 3.739 -5.666 -0.849 -0.153
C 2.819 -6.846 -0.563 -0.073
H 2.304 -4.044 -0.576 0.103
H 3.823 -3.820 0.307 0.126
H 3.830 -5.421 -1.906 0.117
H 4.738 -5.879 -0.465 0.119
H 1.973 -6.882 -1.252 0.132
H 3.353 -7.792 -0.570 0.126
O -5.412 2.251 -6.626 0.131
C -4.687 2.418 -7.561 -0.481
O -3.499 1.770 -7.702 -0.011
C -2.811 2.265 -8.866 -0.155
C -3.895 2.868 -9.745 -0.154
C -4.897 3.376 -8.714 -0.071
H -2.075 3.007 -8.546 0.127
H -2.293 1.443 -9.355 0.127
H -3.523 3.638 -10.418 0.118
H -4.357 2.087 -10.351 0.121
H -4.662 4.388 -8.380 0.133
H -5.920 3.325 -9.078 0.128
```